39
Properties=species:S:1:pos:R:3:lowdin_charge:R:1 method="wB97M-V/def2-TZVPD" orbital_gap_ha=0.3415 largest_force_ev_per_a=3.95 charge=+1 e_tot_ha=-1147.43730 multiplicity=1
C -2.097 -0.591 -0.130 -0.052
C -0.652 -0.107 -0.038 -0.344
C -0.209 0.623 -1.324 -0.238
C 1.281 0.802 -1.474 -0.544
S 2.217 -0.754 -1.524 0.747
N -0.523 0.848 1.153 0.183
H -2.844 0.229 -0.359 0.107
H -2.469 -1.120 0.740 0.084
H -2.257 -1.305 -0.923 0.056
H 0.044 -0.966 0.125 0.095
H -0.674 0.057 -2.235 0.134
H -0.762 1.569 -1.417 0.123
H 1.719 1.420 -0.652 0.041
H 1.535 1.369 -2.369 0.075
H 1.587 -1.372 -2.543 -0.133
H -1.315 1.497 1.200 0.096
H 0.378 1.435 1.049 0.112
H -0.353 0.330 2.039 0.107
H -0.543 -3.355 -0.086 0.091
H -1.398 -4.418 -0.984 0.037
O -1.245 -3.512 -0.843 -0.063
H 1.686 -2.757 0.686 0.047
H 1.296 -3.909 1.593 0.114
O 0.931 -3.093 1.182 -0.056
H 2.443 2.302 2.028 0.077
H 2.075 2.959 0.694 0.002
O 1.681 2.488 1.463 -0.071
H 2.377 4.697 -0.755 0.117
H 3.590 3.702 -0.902 0.043
O 2.691 3.753 -0.681 -0.023
H -0.868 -2.439 -3.722 0.020
H -0.808 -2.601 -2.225 -0.010
O -0.475 -2.071 -2.972 -0.069
H -3.499 2.906 1.149 0.067
H -2.797 3.125 2.484 0.038
O -2.687 2.740 1.639 -0.021
H 0.130 -1.476 3.728 0.038
H 0.525 -1.901 2.318 0.028
O 0.289 -1.103 2.886 -0.056

72
Properties=species:S:1:pos:R:3:lowdin_charge:R:1 method="wB97M-V/def2-TZVPD" orbital_gap_ha="0.1785 / 0.1782" largest_force_ev_per_a=1.16 e_tot_ha=-4962.31870 multiplicity=1
Ti 0.301 0.005 0.131 0.533
C 3.474 3.384 -2.226 -0.038
N 3.139 2.031 -1.818 -0.133
C 3.842 0.902 -2.173 -0.059
C 3.236 -0.145 -1.546 -0.121
N 2.204 0.336 -0.784 -0.070
C 2.163 1.660 -0.950 -0.410
P 1.156 2.955 0.100 1.052
C 1.430 2.164 1.654 -0.491
N 1.050 0.884 1.848 -0.071
C 1.305 0.599 3.177 -0.112
C 1.845 1.691 3.771 -0.065
N 1.947 2.676 2.816 -0.148
C 2.418 4.022 2.991 -0.053
C -0.541 2.529 -0.158 -0.514
N -1.191 1.356 0.172 -0.115
C -2.547 1.634 0.107 -0.132
C -2.730 2.905 -0.322 -0.092
N -1.502 3.456 -0.575 -0.172
C -1.239 4.848 -0.809 -0.074
H 4.242 3.325 -2.992 0.088
H 3.848 3.955 -1.377 0.084
H 2.600 3.886 -2.635 0.083
H 4.686 0.940 -2.840 0.117
H 3.483 -1.193 -1.573 0.111
H 1.070 -0.361 3.602 0.105
H 2.167 1.851 4.785 0.114
H 2.733 4.156 4.023 0.087
H 1.624 4.739 2.765 0.081
H 3.266 4.230 2.335 0.083
H -3.284 0.895 0.371 0.106
H -3.641 3.457 -0.482 0.117
H -2.164 5.335 -1.112 0.087
H -0.502 4.973 -1.604 0.075
H -0.849 5.328 0.096 0.078
C -1.354 -1.999 -4.801 -0.194
N -0.216 -1.097 -4.975 -0.149
C -0.722 0.195 -5.437 -0.200
N -1.740 0.789 -4.576 -0.148
C -2.826 -0.180 -4.413 -0.193
N -2.397 -1.485 -3.916 -0.148
C -1.914 -1.397 -2.535 -0.306
P -0.472 -0.263 -2.342 1.006
C 0.542 -0.952 -3.728 -0.302
C -1.176 1.170 -3.275 -0.303
H -0.996 -2.953 -4.410 0.127
H -1.798 -2.171 -5.785 0.124
H -1.163 0.046 -6.426 0.124
H 0.115 0.891 -5.533 0.124
H -3.290 -0.327 -5.391 0.124
H -3.572 0.234 -3.732 0.126
H -1.615 -2.383 -2.173 0.084
H -2.722 -1.052 -1.883 0.091
H 0.937 -1.927 -3.427 0.081
H 1.404 -0.302 -3.906 0.082
H -0.398 1.925 -3.428 0.090
H -1.952 1.639 -2.663 0.073
C 1.477 -4.115 -0.875 -0.235
Ge 1.073 -3.095 0.769 0.671
C 0.509 -4.391 2.136 -0.235
C 2.802 -2.375 1.403 -0.226
C -0.263 -1.744 0.469 -0.428
H 2.274 -4.842 -0.707 0.011
H 1.792 -3.439 -1.672 -0.014
H 0.593 -4.652 -1.225 0.010
H 1.328 -5.080 2.352 0.013
H -0.352 -4.973 1.807 0.012
H 0.239 -3.876 3.058 0.011
H 3.622 -2.978 1.007 0.013
H 2.834 -2.445 2.492 0.012
H 2.979 -1.332 1.142 -0.016
H -1.286 -2.122 0.567 -0.041

87
Properties=species:S:1:pos:R:3:mulliken_spin:R:1 method="wB97M-V/def2-TZVPD" orbital_gap_ha="0.2733 / 0.2421" s2=8.760 largest_force_ev_per_a=0.13 e_tot_ha=-3615.08324 multiplicity=6
Fe 0.030 0.947 0.489 4.141
C 2.872 1.053 1.759 0.055
N 2.324 1.205 0.395 0.090
C 3.048 0.273 -0.480 0.033
C 2.365 2.599 -0.005 0.030
C 3.313 3.105 -0.868 0.016
C 3.263 4.438 -1.258 0.009
C 2.237 5.238 -0.792 0.002
C 1.272 4.735 0.073 0.014
C 1.327 3.411 0.511 -0.030
N 0.415 2.731 1.314 0.097
C -0.497 3.254 2.197 0.017
C -0.665 4.596 2.567 0.012
C -1.674 4.984 3.438 0.000
C -2.541 4.060 3.992 0.007
C -2.341 2.711 3.708 0.006
C -1.339 2.313 2.846 -0.004
N -1.011 0.916 2.633 0.077
C -2.127 -0.020 2.785 0.027
C 0.042 0.527 3.592 0.044
H 3.959 1.186 1.731 0.007
H 2.444 1.807 2.411 -0.007
H 2.642 0.054 2.129 -0.014
H 4.130 0.431 -0.409 0.003
H 2.829 -0.739 -0.142 -0.015
H 2.726 0.408 -1.506 -0.004
H 4.078 2.458 -1.275 0.000
H 4.000 4.829 -1.945 0.000
H 2.159 6.267 -1.122 0.001
H 0.445 5.369 0.347 0.001
H 0.003 5.352 2.189 0.001
H -1.777 6.035 3.680 0.000
H -3.337 4.368 4.656 0.000
H -2.971 1.969 4.181 0.000
H -2.469 -0.076 3.824 0.006
H -2.960 0.258 2.150 -0.007
H -1.793 -1.011 2.482 -0.002
H -0.372 0.488 4.605 0.004
H 0.444 -0.451 3.324 0.004
H 0.839 1.264 3.571 -0.019
N 0.095 -4.588 -5.174 0.000
C 0.137 -3.268 -4.737 0.000
C -1.024 -2.490 -4.719 0.000
C -0.997 -1.195 -4.237 0.000
C 0.191 -0.664 -3.749 0.002
C 1.352 -1.423 -3.771 0.000
C 1.328 -2.715 -4.265 0.000
S 0.245 0.993 -3.140 0.017
O -0.551 1.815 -4.002 0.008
O 1.635 1.315 -2.964 0.003
N -0.405 0.946 -1.639 0.062
C -1.749 1.059 -1.475 0.027
N -2.674 0.858 -2.419 0.002
C -3.920 1.157 -2.089 0.005
C -4.293 1.642 -0.842 0.003
C -3.290 1.704 0.105 0.017
N -2.038 1.380 -0.191 0.081
H -0.662 -4.811 -5.800 0.000
H 0.974 -4.968 -5.485 0.000
H -1.951 -2.907 -5.095 0.000
H -1.889 -0.584 -4.232 0.000
H 2.278 -0.989 -3.419 0.000
H 2.237 -3.305 -4.284 0.000
H -4.664 0.999 -2.863 0.000
H -5.310 1.919 -0.614 0.000
H -3.480 2.030 1.121 -0.001
C -1.596 -4.312 0.649 0.001
C -0.452 -3.393 0.274 0.012
C -0.020 -3.632 -1.166 0.005
O -0.914 -2.017 0.342 -0.110
B 0.151 -1.233 0.732 0.210
O 1.198 -2.006 1.197 0.017
C 0.740 -3.385 1.273 0.030
C 1.890 -4.301 0.901 -0.001
C 0.316 -3.630 2.715 0.002
H -2.381 -4.235 -0.104 0.001
H -2.023 -4.050 1.616 0.000
H -1.258 -5.350 0.683 -0.001
H -0.848 -3.383 -1.831 0.001
H 0.264 -4.672 -1.336 0.001
H 0.820 -2.989 -1.431 0.001
H 2.313 -4.036 -0.066 0.000
H 1.555 -5.340 0.864 0.000
H 2.676 -4.223 1.653 0.000
H -0.521 -2.988 2.994 -0.001
H 1.156 -3.404 3.372 0.001
H 0.023 -4.669 2.872 0.001

42
Properties=species:S:1:pos:R:3:mulliken_spin:R:1 method="wB97M-V/def2-TZVPD" orbital_gap_ha="0.3232 / 0.1961" s2=2.032 largest_force_ev_per_a=3.46 charge=+1 e_tot_ha=-2716.94826 multiplicity=3
Au 0.749 -0.720 0.000 0.270
O 4.266 1.679 0.000 0.057
C 3.143 1.244 0.000 -0.015
O 2.801 0.035 0.000 0.220
C 1.993 2.340 0.000 -0.005
P 0.320 1.628 0.000 0.369
C -0.430 2.104 -1.575 0.002
C 0.259 1.620 -2.696 0.026
C -0.223 1.859 -3.966 -0.012
C -1.396 2.584 -4.137 0.023
C -2.074 3.067 -3.030 -0.007
C -1.608 2.822 -1.751 0.015
C -0.430 2.103 1.576 0.002
C 0.259 1.620 2.696 0.026
C -0.224 1.859 3.966 -0.012
C -1.395 2.584 4.137 0.023
C -2.074 3.067 3.030 -0.007
C -1.608 2.822 1.751 0.015
H 2.137 2.969 -0.884 0.005
H 2.137 2.969 0.884 0.005
H 1.174 1.058 -2.553 -0.003
H 0.304 1.480 -4.826 0.000
H -1.771 2.782 -5.130 0.001
H -2.979 3.638 -3.159 0.000
H -2.157 3.217 -0.913 0.001
H 1.174 1.058 2.553 -0.003
H 0.304 1.480 4.826 0.000
H -1.771 2.782 5.130 0.001
H -2.980 3.638 3.159 0.000
H -2.157 3.217 0.913 0.001
Cl -2.298 -0.341 0.000 0.024
C -2.834 -1.980 0.000 0.104
C -4.194 -2.214 0.000 -0.027
C -4.687 -3.517 0.000 0.141
C -3.821 -4.592 0.000 -0.049
C -2.454 -4.371 0.000 0.128
Cl -1.399 -5.707 0.000 0.027
C -1.914 -3.053 0.000 0.009
S -0.199 -2.937 0.000 0.633
H -4.884 -1.384 0.000 0.003
H -5.752 -3.687 0.000 0.007
H -4.199 -5.600 0.000 0.001

32
Properties=species:S:1:pos:R:3:lowdin_charge:R:1 method="wB97M-V/def2-TZVPD" orbital_gap_ha=0.3086 largest_force_ev_per_a=5.97 charge=+1 e_tot_ha=-613.19330 multiplicity=1
N 0.430 -0.222 -0.314 0.174
C -0.570 -0.872 0.579 -0.248
C -1.550 -1.816 -0.235 -0.412
C -2.667 -1.289 -1.065 -0.034
O -0.582 -2.492 -0.942 -0.058
C -1.301 0.185 1.411 -0.226
N -1.029 0.115 2.800 -0.147
C -0.396 1.318 3.248 -0.150
H -0.006 0.426 -1.057 0.189
H 0.850 -1.016 -0.977 0.208
H 1.278 0.360 -0.034 0.141
H -0.130 -1.573 1.205 0.120
H -1.915 -2.737 0.491 0.209
H -2.613 -1.972 -1.960 0.110
H -2.268 -0.396 -1.465 0.064
H -3.774 -1.409 -0.722 0.142
H -0.055 -3.192 -0.615 0.104
H -2.411 -0.012 1.124 0.142
H -1.007 1.214 1.041 0.122
H -0.935 -0.868 3.342 0.202
H 0.141 1.960 2.316 0.123
H -1.164 2.109 3.380 0.080
H 0.170 1.197 4.109 0.049
H 3.943 1.140 -2.577 0.095
H 2.688 1.673 -3.123 -0.015
O 2.974 0.885 -2.688 -0.067
H 3.417 0.589 0.720 0.046
H 3.228 -0.005 2.037 0.063
O 2.795 0.040 1.187 -0.034
H 0.843 1.582 -4.162 -0.046
H 1.087 2.725 -3.179 0.040
O 0.528 2.352 -3.874 0.016

12
Properties=species:S:1:pos:R:3:lowdin_charge:R:1 method="wB97M-V/def2-TZVPD" orbital_gap_ha=0.2454 largest_force_ev_per_a=0.36 e_tot_ha=-356.66219 multiplicity=1
O -2.130 0.027 -0.312 0.100
C -1.420 0.200 0.765 -0.018
C -0.061 0.428 0.759 -0.433
N 0.566 0.440 -0.449 0.074
N 1.799 0.531 -0.067 -0.034
C 2.030 0.585 1.354 -0.161
N 0.775 0.521 1.830 0.023
H -1.525 0.076 -1.083 0.097
H -0.594 -1.877 -2.007 0.044
H -1.982 0.133 1.691 0.150
H 2.521 0.522 -0.781 0.130
H 0.022 -1.586 -1.702 0.029

87
Properties=species:S:1:pos:R:3:mulliken_spin:R:1 method="wB97M-V/def2-TZVPD" orbital_gap_ha="0.3124 / 0.3346" s2=0.754 largest_force_ev_per_a=0.93 e_tot_ha=-5437.67963 multiplicity=2
C -5.324 3.171 1.949 0.000
C -4.695 2.098 2.860 0.000
C -4.653 0.709 2.202 0.000
C -3.459 -0.187 2.596 0.000
C -2.781 -0.886 1.404 0.012
C -1.414 -0.332 0.885 -0.057
P -1.669 1.524 0.904 0.002
O -0.127 2.060 0.796 0.000
Br -2.446 2.017 -1.179 0.000
C -0.318 -0.755 1.897 0.053
C 1.124 -1.052 1.403 -0.004
C 1.733 -2.024 2.430 -0.009
C 2.077 0.164 1.379 0.048
N 1.098 -1.744 0.081 0.361
O 1.020 -3.022 0.151 0.527
C 0.241 -1.160 -0.991 0.032
C 0.215 -2.150 -2.159 -0.026
C 0.792 0.149 -1.557 0.050
C -1.198 -1.022 -0.477 0.060
H -5.706 2.738 1.024 0.000
H -6.160 3.674 2.434 0.000
H -4.600 3.934 1.672 0.000
H -3.690 2.397 3.148 0.000
H -5.320 2.031 3.751 0.000
H -4.617 0.859 1.118 0.000
H -5.588 0.181 2.390 0.000
H -2.744 0.363 3.209 0.001
H -3.843 -0.986 3.234 0.000
H -2.568 -1.916 1.697 0.000
H -3.469 -0.952 0.559 -0.002
H -0.137 2.963 0.472 0.000
H -0.226 0.016 2.670 0.000
H -0.666 -1.646 2.417 0.005
H 2.030 -1.445 3.304 -0.001
H 2.637 -2.467 2.014 -0.003
H 1.047 -2.814 2.717 0.004
H 1.684 0.988 1.966 0.001
H 3.017 -0.119 1.847 -0.006
H 2.320 0.494 0.377 -0.016
H 1.219 -2.446 -2.454 -0.007
H -0.251 -1.642 -3.003 0.000
H -0.408 -3.014 -1.936 0.005
H 0.110 0.492 -2.329 -0.003
H 0.875 0.932 -0.817 -0.007
H 1.762 -0.013 -2.029 -0.016
H -1.576 -2.044 -0.363 0.005
H -1.791 -0.560 -1.260 -0.006
C -0.416 6.335 2.207 0.000
C -1.369 5.996 1.079 0.000
O -2.533 5.606 1.769 0.000
C -2.536 6.229 2.987 0.000
O -3.468 6.298 3.707 0.000
O -1.314 6.765 3.231 0.000
F -0.925 4.950 0.327 0.000
H 0.120 5.445 2.541 0.000
H 0.291 7.122 1.962 0.000
H -1.604 6.826 0.411 0.000
C 0.761 0.247 -7.154 0.000
C -0.011 -0.123 -5.905 0.000
O 0.706 0.561 -4.891 -0.001
C 1.311 1.643 -5.463 0.000
O 1.787 2.544 -4.863 0.000
O 1.277 1.537 -6.813 0.000
F 0.019 -1.454 -5.662 0.000
H 1.586 -0.447 -7.317 0.000
H 0.147 0.307 -8.047 0.000
H -1.049 0.214 -5.896 0.000
C 0.072 -6.775 -2.373 0.000
C 0.578 -5.900 -3.499 0.000
O -0.485 -5.956 -4.432 0.000
C -1.636 -6.205 -3.743 0.000
O -2.727 -6.086 -4.183 0.000
O -1.345 -6.600 -2.480 0.000
F 1.703 -6.394 -4.074 0.000
H 0.325 -7.821 -2.550 0.000
H 0.422 -6.468 -1.392 0.000
H 0.754 -4.861 -3.220 0.000
C 7.144 -0.935 3.212 0.000
C 7.214 0.488 2.699 0.000
O 5.854 0.880 2.708 0.000
C 5.207 0.142 3.654 0.000
O 4.121 0.371 4.063 0.000
O 5.986 -0.892 4.052 0.000
F 7.694 0.560 1.436 0.000
H 6.974 -1.634 2.392 0.000
H 8.016 -1.240 3.783 0.000
H 7.785 1.171 3.330 0.000

48
Properties=species:S:1:pos:R:3:lowdin_charge:R:1 method="wB97M-V/def2-TZVPD" orbital_gap_ha="0.1232 / 0.1550" largest_force_ev_per_a=5.10 charge=-2 e_tot_ha=-2279.68152 multiplicity=1
C 0.236 -1.295 -3.430 -0.198
C 1.073 -0.172 -3.758 -0.232
C 0.242 0.993 -3.769 -0.233
C 2.541 -0.245 -3.983 -0.072
C -1.089 0.589 -3.525 -0.258
C -1.114 -0.815 -3.294 -0.176
C -2.276 -1.669 -3.020 -0.080
C 0.708 -2.697 -3.468 -0.074
C 0.684 2.401 -3.869 -0.056
C -2.197 1.554 -3.383 -0.091
Pb 1.622 0.735 -0.223 0.849
Cl 3.009 2.584 -0.719 -0.181
Cl 2.558 -1.746 -0.371 -0.245
O -0.653 1.117 -0.502 -0.450
H 2.887 -1.297 -3.827 0.072
H 3.041 0.397 -3.267 0.047
H 2.820 0.036 -4.993 0.062
H 1.493 2.629 -3.107 0.045
H -0.168 3.063 -3.658 0.062
H 1.088 2.655 -4.881 0.081
H -2.025 2.134 -2.426 0.075
H -3.180 1.028 -3.321 0.064
H -2.235 2.312 -4.225 0.075
H -3.163 -1.018 -3.036 0.056
H -2.179 -2.158 -2.003 -0.009
H -2.384 -2.449 -3.837 0.090
H 1.726 -2.775 -3.059 0.033
H 0.751 -2.990 -4.537 0.080
H 0.074 -3.379 -2.899 0.078
H -1.209 1.586 0.227 0.016
O -1.668 -2.063 -0.620 -0.471
H -1.852 -1.104 -0.202 -0.017
O -0.153 1.906 2.417 -0.031
C 0.252 0.808 2.816 -0.608
O 0.828 -0.178 2.179 -0.190
C 0.135 0.451 4.342 -0.097
C 0.666 -0.740 4.821 -0.006
C 0.486 -1.094 6.161 0.016
C -0.164 -0.193 7.051 -0.187
C -0.591 1.052 6.589 -0.006
C -0.469 1.370 5.219 -0.006
N -0.164 -0.561 8.426 -0.339
O 0.356 -1.661 8.727 0.012
O -0.654 0.202 9.275 0.032
H 1.234 -1.397 4.171 0.120
H 0.873 -2.033 6.618 0.121
H -0.975 1.775 7.308 0.107
H -0.824 2.356 4.867 0.120

30
Properties=species:S:1:pos:R:3:lowdin_charge:R:1 method="wB97M-V/def2-TZVPD" orbital_gap_ha=0.3498 largest_force_ev_per_a=4.96 charge=+1 smiles="CS[C@@H]1N(c2ccccn2)C(C)=N[N@H+]1C" e_tot_ha=-1006.91659 multiplicity=1
C 3.471 -0.732 -0.555 -0.073
C 3.753 0.393 0.170 -0.062
C 2.167 -1.166 -0.584 -0.008
C 2.738 1.076 0.840 -0.113
C 1.205 -0.293 -0.084 -0.254
C -0.968 -1.627 -0.386 -0.296
C -1.043 0.563 0.070 -0.449
C -0.456 -2.930 -0.782 0.014
C -3.387 -0.083 1.301 0.081
C -0.551 3.155 -0.317 -0.397
N 1.481 0.861 0.563 0.107
N -2.230 -1.379 -0.346 0.135
N -0.155 -0.545 -0.175 0.026
N -2.445 -0.083 0.088 -0.151
S -1.087 1.757 -1.315 0.936
H 4.308 -1.306 -1.158 0.167
H 4.830 0.676 0.353 0.134
H 2.091 -2.141 -1.096 0.114
H 2.790 1.962 1.467 0.124
H -0.926 1.205 1.026 0.154
H 0.131 -2.924 -1.807 0.154
H -1.161 -3.718 -0.764 0.086
H 0.228 -3.377 -0.178 0.055
H -2.704 -0.223 2.086 0.084
H -3.850 0.909 1.552 0.134
H -4.005 -0.848 1.026 0.072
H -0.184 3.986 -1.064 0.100
H 0.302 2.930 0.143 -0.053
H -1.210 3.602 0.426 0.054
H -3.133 0.301 -0.502 0.123

32
Properties=species:S:1:pos:R:3:lowdin_charge:R:1 method="wB97M-V/def2-TZVPD" orbital_gap_ha=0.2481 largest_force_ev_per_a=3.53 charge=-1 smiles="COC(=O)C(OC)(C(=O)OC)C1([O-])C(Cl)=C(Cl)C(=O)C(Cl)=C1Cl" e_tot_ha=-2830.09007 multiplicity=1
Cl 2.371 -0.070 1.583 0.853
C 0.910 0.816 1.508 -0.575
C 0.876 2.167 1.616 -0.632
Cl 2.311 3.087 1.572 0.711
C -0.378 2.938 1.430 -0.449
O -0.381 4.115 1.059 -0.007
C -1.640 2.128 1.432 -0.625
Cl -3.087 3.029 1.318 0.698
C -1.626 0.781 1.298 -0.575
Cl -3.070 -0.103 1.226 0.793
C -0.356 -0.052 1.520 -0.585
O -0.423 -1.164 2.044 -0.077
C -1.663 -2.167 -0.924 -0.047
O -1.101 -0.823 -0.932 -0.127
C 0.036 -0.515 -0.257 -0.244
C 0.548 0.741 -1.005 -0.449
O 1.687 0.974 -1.325 0.102
O -0.519 1.470 -1.413 -0.040
C -0.198 2.634 -2.209 -0.024
C 1.050 -1.626 -0.430 -0.492
O 1.933 -1.612 -1.262 0.113
O 0.735 -2.708 0.306 -0.089
C 1.790 -3.690 0.443 -0.022
H -2.723 -1.951 -0.867 0.058
H -1.438 -2.598 -1.914 0.095
H -1.329 -2.804 -0.092 0.096
H -1.155 3.061 -2.494 0.088
H 0.379 3.341 -1.602 0.092
H 0.373 2.338 -3.104 0.095
H 1.330 -4.499 0.997 0.087
H 2.156 -4.017 -0.533 0.087
H 2.602 -3.225 1.014 0.090